Computed, not measured: a cluster of 4 separate species, C14H25ClN4O2 in total, with ωB97M-V/def2-TZVPD.

Summary:
ΔE to the lowest compared entry with this formula, charge and spin: 4.760 eV
charge: 0
gap between HOMO and LUMO: 2.35 eV
LUMO energy: -1.82 eV

Each atom is followed by the atoms it is bonded to, with distances in Å.
CARTESIAN COORDINATES (ANGSTROEM)
1 C -4.24622 4.31253 0.70319  C2 1.578, H9 1.090, H10 1.090, H11 1.090
2 C -3.21551 5.17980 1.52507  C1 1.578, N3 1.451, H12 1.090, H13 1.090
3 N -1.93369 5.40579 0.88399  C2 1.451, C4 1.392, C7 1.365
4 C -1.01427 4.41970 0.53565  N3 1.392, C5 1.413, H14 1.080
5 C 0.13099 5.08803 0.04724  C4 1.413, N6 1.427, H15 1.080
6 N -0.22393 6.46229 -0.10311  C5 1.427, C7 1.374, C8 1.443
7 C -1.42346 6.62602 0.54661  N3 1.365, N6 1.374, H16 1.080
8 C 0.60552 7.55115 -0.55854  N6 1.443, H17 1.090, H18 1.090, H19 1.090
9 H -4.94311 4.79800 0.01998  C1 1.090
10 H -4.85523 3.55307 1.19353  C1 1.090
11 H -3.73184 3.67178 -0.01302  C1 1.090
12 H -3.01291 4.68850 2.47674  C2 1.090
13 H -3.68681 6.14304 1.72037  C2 1.090
14 H -0.94799 3.39990 0.88497  C4 1.080
15 H 1.14386 4.85015 -0.24245  C5 1.080
16 H -1.85837 7.55034 0.89716  C7 1.080
17 H 1.58747 7.29708 -0.95768  C8 1.090
18 H 0.88030 8.02502 0.38382  C8 1.090
19 H 0.03171 8.23974 -1.17878  C8 1.090
20 C 5.13759 -2.66833 0.69739  C21 1.535, H28 1.090, H29 1.090, H30 1.090
21 C 3.82569 -2.49856 1.47572  C20 1.535, N22 1.471, H31 1.090, H32 1.090
22 N 3.13800 -3.72377 1.91119  C21 1.471, C23 1.381, C26 1.393
23 C 3.50090 -5.03438 1.67189  N22 1.381, C24 1.434, H33 1.080
24 C 2.40080 -5.94568 1.79183  C23 1.434, N25 1.362, H34 1.080
25 N 1.38823 -5.15649 2.24772  C24 1.362, C26 1.413, C27 1.459
26 C 1.83050 -3.82068 2.38086  N22 1.393, N25 1.413, H35 1.080
27 C 0.04872 -5.56723 2.65304  N25 1.459, H36 1.090, H37 1.090, H38 1.090
28 H 5.51017 -1.64960 0.80448  C20 1.090
29 H 4.96219 -2.73457 -0.37637  C20 1.090
30 H 5.81572 -3.45986 1.01634  C20 1.090
31 H 3.17846 -1.71730 1.07720  C21 1.090
32 H 3.99578 -2.14968 2.49428  C21 1.090
33 H 4.43879 -5.36890 1.25373  C23 1.080
34 H 2.17153 -6.97604 1.56340  C24 1.080
35 H 1.22477 -2.98703 2.70414  C26 1.080
36 H -0.36641 -4.81207 3.32051  C27 1.090
37 H -0.17310 -6.58164 2.98450  C27 1.090
38 H -0.57045 -5.27841 1.80375  C27 1.090
39 C -2.66292 -3.50133 -5.58476  C40 1.503, H43 1.090, H44 1.090, H45 1.090
40 C -2.55106 -4.64283 -6.55656  C39 1.503, O41 1.220, O42 1.279
41 O -3.27465 -5.56981 -6.23117  C40 1.220
42 O -2.06672 -4.31403 -7.69351  C40 1.279
43 H -1.61436 -3.26267 -5.40681  C39 1.090
44 H -3.19298 -3.79302 -4.67810  C39 1.090
45 H -2.98753 -2.52978 -5.95735  C39 1.090
46 Cl -2.39427 -1.51816 -0.13207  no bonds

Computed, not measured: a cluster of 3 separate species, C20H17FIN2O13PS in total, with ωB97M-V/def2-TZVPD.

Summary:
ΔE to the lowest compared entry with this formula, charge and spin: 9.157 eV
SMILES string: O=[PH2][C@]1(S)[C@H](C(=O)NC(=O)F)C(=O)N[C@H]1CC(=O)I.O=C1C=C(O)C(=O)C=C1O.O=C1C=C(O)C(=O)C=C1O
charge: 0
gap between HOMO and LUMO: 7.84 eV
LUMO energy: -1.65 eV

Each atom is followed by the atoms it is bonded to, with distances in Å.
CARTESIAN COORDINATES (ANGSTROEM)
1 O 6.94865 0.33750 1.92533  P2 1.613
2 P 5.83988 0.28023 0.75559  O1 1.613, C3 1.936, H20 1.441, H21 1.461
3 C 4.40047 1.41069 1.38560  P2 1.936, S4 1.911, C5 1.639, C15 1.673
4 S 5.39269 2.65542 2.44230  C3 1.911, H22 1.418
5 C 3.11676 0.71994 2.13472  C3 1.639, C6 1.639, C12 1.640, H23 1.185
6 C 3.33058 -0.54123 3.15958  C5 1.639, O7 1.341, N8 1.543
7 O 4.49167 -1.15001 3.44159  C6 1.341
8 N 2.05652 -1.07363 3.84889  C6 1.543, C9 1.535, H24 1.044
9 C 1.62220 -0.01319 4.87094  N8 1.535, O10 1.350, F11 1.507
10 O 2.50202 0.27962 5.85147  C9 1.350
11 F 0.28983 0.68676 4.78653  C9 1.507
12 C 2.37620 0.02814 0.84592  C5 1.640, O13 1.335, N14 1.532
13 O 1.71719 -1.12219 0.68756  C12 1.335
14 N 2.60521 0.99999 -0.31555  C12 1.532, C15 1.537, H25 1.048
15 C 3.55866 2.12190 0.12705  C3 1.673, N14 1.537, C16 1.639, H26 1.189
16 C 2.92043 3.52021 0.69591  C15 1.639, C17 1.639, H27 1.192, H28 1.192
17 C 1.54409 4.01181 -0.04664  C16 1.639, O18 1.336, I19 2.227
18 O 0.98790 3.47605 -1.13702  C17 1.336
19 I 0.47503 5.73109 0.88201  C17 2.227
20 H 5.44292 -1.08473 0.51913  P2 1.441
21 H 6.45894 0.90063 -0.41365  P2 1.461
22 H 6.02741 3.46738 1.46768  S4 1.418
23 H 2.28057 1.45438 2.54202  C5 1.185
24 H 2.27495 -1.97162 4.33428  N8 1.044
25 H 3.09967 0.43609 -1.04775  N14 1.048
26 H 4.24338 2.25983 -0.83567  C15 1.189
27 H 3.74252 4.36476 0.51847  C16 1.192
28 H 2.68532 3.50345 1.86430  C16 1.192
29 O 0.92529 1.08434 -3.25831  C30 1.226
30 C 0.01353 0.28023 -3.41683  O29 1.226, C31 1.471, C37 1.489
31 C 0.25457 -1.10451 -3.85155  C30 1.471, C32 1.334, H39 1.082
32 C -0.76205 -1.95008 -4.03081  C31 1.334, O33 1.383, C34 1.489
33 O -0.54246 -3.25365 -4.43662  C32 1.383, H40 0.982
34 C -2.17048 -1.52558 -3.80224  C32 1.489, O35 1.226, C36 1.471
35 O -3.08511 -2.32004 -3.99315  C34 1.226
36 C -2.41012 -0.14834 -3.34434  C34 1.471, C37 1.334, H41 1.083
37 C -1.39336 0.69638 -3.16168  C30 1.489, C36 1.334, O38 1.383
38 O -1.61062 1.99162 -2.72893  C37 1.383, H42 0.982
39 H 1.28309 -1.39909 -4.01622  C31 1.082
40 H -1.43363 -3.66214 -4.49551  O33 0.982
41 H -3.43776 0.14157 -3.16482  C36 1.083
42 H -0.71998 2.40178 -2.67589  O38 0.982
43 O -7.85856 -2.01189 1.62750  C44 1.226
44 C -6.78731 -1.98485 1.03193  O43 1.226, C45 1.471, C51 1.489
45 C -6.40917 -3.01230 0.04911  C44 1.471, C46 1.334, H53 1.082
46 C -5.22792 -2.96267 -0.56962  C45 1.334, O47 1.383, C48 1.489
47 O -4.86725 -3.92350 -1.49640  C46 1.383, H54 0.982
48 C -4.25249 -1.87396 -0.28785  C46 1.489, O49 1.226, C50 1.471
49 O -3.16705 -1.86533 -0.85873  C48 1.226
50 C -4.64006 -0.83323 0.67680  C48 1.471, C51 1.334, H55 1.083
51 C -5.82271 -0.88077 1.29308  C44 1.489, C50 1.334, O52 1.383
52 O -6.19504 0.09529 2.19905  C51 1.383, H56 0.982
53 H -7.12681 -3.79923 -0.14447  C45 1.082
54 H -3.96908 -3.66822 -1.80072  O47 0.982
55 H -3.92848 -0.03772 0.85885  C50 1.083
56 H -7.09063 -0.16334 2.50778  O52 0.982

| no. | E_tot (eV) |
| --- | --- |
| 1 | -37493.0469 |
| 2 | -81546.0685 |